C10H11Cl | ωB97M-V/def2-TZVPD

Calculated values
lowest unoccupied orbital energy: 0.9 eV
E_tot: -23069.6439 eV
energy above the lowest of the compared OMol25 structures with the same formula, charge and spin: 0.4 kcal per mole
2S+1: 1
orbital gap: 10.04 eV
SMILES: C=C(Cl)[C@H](C)c1ccccc1

Positions of all 22 atoms, in Å:
C: 2.66523 -1.40300 1.15125
C: 1.35548 -1.32436 0.81981
Cl: 0.25963 -2.07205 1.94683
C: 0.61867 -0.95195 -0.42956
C: 1.59815 -0.27746 -1.41436
C: -0.49891 -0.05229 -0.12206
C: -1.78147 -0.38474 -0.52960
C: -2.76660 0.62110 -0.34127
C: -2.51515 1.84196 0.29264
C: -1.25106 2.08066 0.67949
C: -0.22644 1.17097 0.46576
H: 2.90671 -1.77506 2.15873
H: 3.42647 -1.08708 0.45798
H: 0.22614 -1.88554 -0.87985
H: 2.21261 0.54142 -0.83425
H: 2.27875 -0.96490 -2.00626
H: 0.86107 0.10902 -2.24000
H: -1.98964 -1.37488 -0.96417
H: -3.70533 0.37946 -0.74659
H: -3.41685 2.48505 0.50931
H: -0.96739 3.04085 1.14333
H: 0.70993 1.28282 0.88283